Record 1
Entry from the Open Molecules 2025 dataset: a structure of composition C33H47N3OPPdSi3 (ωB97M-V with the def2-TZVPD basis set).

XYZ file:
```
89
Properties=species:S:1:pos:R:3:forces:R:3:lowdin_charge:R:1
H 2.63250 1.83690 -0.24660 0.0 0.1 0.1 0.112
H -0.12010 -4.20750 -2.88160 -0.3 -0.1 0.0 0.019
H -1.17530 -5.48100 1.11980 0.1 -0.2 0.3 0.008
N -0.66780 1.67280 -0.53910 -0.6 0.8 -0.5 0.020
H -2.08160 -1.60780 2.33940 -0.1 0.0 0.0 -0.027
C -1.14730 3.09220 -2.41220 -0.6 0.8 0.1 0.011
C -1.24700 -2.04440 -0.95240 0.2 0.5 0.2 -0.542
C -0.91880 -0.79410 4.76580 0.0 0.1 -0.1 -0.134
H -1.07610 -1.57270 -4.21230 -0.3 -0.2 -0.1 0.019
Pd -0.36660 -0.49140 0.29730 0.1 1.1 1.6 0.258
C -1.68870 2.25620 0.09610 0.2 0.0 0.2 -0.169
C -1.34470 -4.83120 0.26740 0.2 0.5 0.3 -0.201
H 5.66810 2.16310 2.69500 0.1 0.0 0.0 0.095
N 1.74930 0.14310 -0.97120 0.2 0.4 -0.3 0.002
H -2.78970 -3.21670 2.23460 -0.3 -0.2 0.0 0.009
C -0.93960 -1.47640 5.96640 -0.1 0.0 0.2 -0.094
O -2.68860 5.27560 -3.46760 0.1 -0.3 0.6 0.051
H -4.28210 0.13330 -2.76090 -0.2 -0.1 0.0 0.023
C -1.85470 -2.66750 2.25430 0.1 0.0 -0.6 -0.209
H 2.30640 -2.36690 6.10270 0.1 0.0 0.1 0.097
C 2.31310 2.29290 3.11250 -0.1 0.0 0.0 -0.087
H -1.94100 1.84820 1.06750 0.1 0.0 -0.1 0.072
N -3.50860 5.74550 -1.41380 0.2 -0.1 -0.1 0.149
C 1.87920 -1.01160 -1.63050 -0.3 -0.5 -0.2 -0.299
C -2.39130 3.33170 -0.39430 -0.1 0.6 -0.7 -0.019
H 4.93740 1.18200 -0.94720 0.0 0.1 0.1 0.096
Si -0.85910 -2.99660 0.62880 -0.2 -0.2 -0.2 0.325
H -1.71580 1.58850 3.36940 -0.1 0.0 0.0 0.031
H 3.90270 3.66480 3.52490 0.0 0.1 0.0 0.096
H 5.24860 -1.02990 -2.04210 0.0 0.0 0.0 0.097
C 0.75890 -3.62640 -2.63160 0.0 0.6 0.1 -0.196
H -5.11270 -0.86560 -0.09800 -0.2 0.0 -0.2 0.015
Si -2.96690 -1.42980 -1.30580 0.1 -0.8 -0.1 0.410
H 1.27850 -4.14720 -1.83560 0.1 -0.1 0.2 0.005
H 0.60060 -1.13760 -4.48820 0.3 -0.1 -0.1 0.020
H -1.30950 -2.97370 3.14290 0.2 -0.1 0.1 0.014
H -3.72460 -0.48510 0.91280 0.1 0.1 0.1 0.000
C -3.81750 -2.78900 -2.38110 0.0 0.5 0.4 -0.198
C 1.95580 1.03820 2.62360 0.1 0.0 -0.2 -0.356
H -3.84890 6.61260 -1.79450 0.1 0.0 0.0 0.101
H 0.37100 1.58580 -2.30490 0.0 -0.1 0.0 0.092
H -0.48470 -0.00620 -3.70180 -0.1 0.3 0.0 -0.011
H -4.86630 -2.57030 -2.56020 -0.3 0.1 -0.1 0.006
H -1.84830 -0.40170 4.38100 -0.1 0.1 0.0 0.095
C 4.09540 0.52970 -1.12930 0.0 0.0 0.0 -0.089
H -2.39400 -4.89660 0.00380 -0.4 0.0 -0.1 0.004
H 1.20460 -3.41260 2.08440 -0.1 -0.1 0.3 0.015
Si 0.19720 -1.86240 -2.10000 -0.8 -1.0 -0.3 0.447
H -0.54790 2.70440 2.66530 0.0 0.1 -0.1 0.028
H 1.51600 -3.82570 0.40440 0.2 -0.3 -0.2 0.006
H 1.56900 2.98640 3.47350 -0.1 0.0 0.0 0.085
H 2.70680 -0.75040 1.72200 0.0 0.0 0.0 0.089
C -2.11220 3.80860 -1.68710 0.9 -1.5 0.5 -0.146
C -0.65770 1.82170 3.28870 0.1 -0.2 -0.2 -0.279
H 0.22070 -2.54650 7.42160 0.0 -0.1 0.1 0.093
H -1.86770 -1.56730 6.51630 0.0 0.0 0.0 0.099
H -3.27460 5.74370 -0.43620 -0.1 0.0 0.0 0.082
H -0.94290 3.37390 -3.43460 0.1 0.0 0.0 0.119
C 3.63950 2.68830 3.13870 0.1 0.2 0.1 -0.097
C 4.63560 1.84450 2.68150 0.1 0.0 0.0 -0.100
H 1.48790 -2.14280 0.89360 0.1 -0.1 0.0 -0.038
C -2.75550 4.97780 -2.28180 -0.8 1.2 -0.7 -0.494
H -3.75770 -3.76580 -1.91470 0.1 -0.2 0.2 0.004
C 2.97150 0.20970 2.14640 -0.1 -0.1 0.0 -0.149
C 2.81400 0.89220 -0.74610 0.3 0.2 -0.1 -0.175
H -3.15530 3.78460 0.22230 -0.1 -0.1 0.0 0.105
H -2.58250 0.24250 -3.15850 0.2 0.0 -0.3 -0.001
C 4.26070 -0.69740 -1.74780 0.1 0.1 0.0 -0.085
P 0.24090 0.39150 2.50740 -0.3 -0.2 -0.5 0.989
H -0.77920 -5.22060 -0.56870 0.2 -0.1 -0.3 -0.001
H 3.24330 -2.41710 -2.51470 0.0 -0.1 0.0 0.090
C 1.41320 -1.22140 4.54670 0.0 0.0 -0.1 -0.084
C 0.26420 -0.62120 4.04640 -0.1 -0.1 0.1 -0.345
C 3.14260 -1.46910 -2.00730 -0.1 -0.1 0.0 -0.070
H -0.26800 2.01570 4.28530 0.0 0.1 0.1 0.045
C 1.39360 -1.91810 5.73980 0.0 -0.1 0.2 -0.091
C -0.44100 2.08460 -1.79390 0.2 -0.2 0.4 -0.132
H 1.40420 -3.61630 -3.50440 0.2 0.0 -0.3 0.008
H -3.19900 1.05850 -1.74220 0.0 0.2 0.2 -0.005
C -3.28160 0.15760 -2.33730 0.4 -0.5 0.3 -0.171
C -4.12970 -1.21180 0.21350 0.5 -0.1 -0.5 -0.192
C 0.22420 -2.03140 6.47220 0.1 0.0 0.0 -0.104
C 4.29540 0.59920 2.18280 0.2 0.0 0.1 -0.098
H 5.06540 -0.05880 1.80470 0.0 -0.1 0.0 0.106
H -4.25700 -2.14860 0.74420 0.0 -0.2 0.2 0.007
H 2.34590 -1.13240 4.01510 0.1 0.0 0.0 0.087
C -0.22520 -1.05300 -3.78890 0.2 -0.1 0.7 -0.174
C 1.02290 -3.11490 1.05670 -0.4 0.1 -0.3 -0.194
H -3.32780 -2.86460 -3.34650 0.2 0.0 -0.3 0.007
```
Forces are in eV/Å.

- Net charge: -1
- LUMO energy: 0.0804 hartree

=====

Record 2
Entry from the Open Molecules 2025 dataset: a structure of composition C25H32FGe2IrNOS (ωB97M-V with the def2-TZVPD basis set).

XYZ file:
```
64
Properties=species:S:1:pos:R:3:forces:R:3:nbo_charge:R:1
H -3.13516 1.96537 -3.00591 0.1 0.1 -0.1 0.257
H 2.93574 3.58967 -3.77231 0.0 0.0 0.0 0.240
H -0.64046 0.18757 -3.62411 0.0 0.0 0.0 0.212
C -0.04766 -2.49933 4.79989 -0.1 0.0 -0.5 0.429
H -2.76656 1.63957 2.02389 0.1 0.0 0.0 0.249
H -1.99586 4.42607 0.53329 0.1 -0.1 0.1 0.252
C -3.54556 -2.45013 -0.71201 2.0 0.3 -0.2 0.557
C -0.28076 -3.30093 2.56539 -0.1 0.4 -1.2 -0.270
C -2.48906 4.05837 -0.36151 0.6 -0.7 -0.1 -1.041
C -0.45626 -1.98853 2.09819 0.2 0.8 -0.4 -0.113
C 0.13724 0.94097 -3.65381 -0.1 -0.1 -0.3 -0.250
H 3.30814 2.80377 3.68259 0.1 0.1 0.0 0.238
C 4.30154 -2.21273 -0.99261 -0.4 0.0 0.4 -0.790
H 0.92124 3.40577 3.55219 0.0 0.0 0.1 0.233
O 1.69734 -1.89913 -0.63111 -1.3 0.8 0.4 -1.006
H 5.07054 -2.96913 -0.86121 0.0 -0.1 0.1 0.261
H -2.75256 0.09607 1.14949 0.0 0.1 0.0 0.234
Ge -2.38176 2.06797 -0.52611 -1.4 -0.1 0.3 1.369
H -3.14046 0.33427 -2.32431 0.1 -0.1 0.0 0.228
C 1.71534 2.36637 -2.51291 0.2 0.2 0.3 -0.246
C 3.28874 1.69097 1.85649 0.1 0.0 -0.1 -0.184
C 0.70804 1.41147 -2.47731 -0.6 -1.3 1.1 -0.331
H -0.21196 -0.38233 5.09499 0.0 0.1 0.1 0.248
C 0.58894 2.32087 1.74049 -0.1 0.1 -0.1 -0.265
H 2.96494 0.63737 0.01769 0.1 -0.1 0.0 0.207
F 0.15024 -2.74793 6.08979 0.0 0.0 0.1 -0.293
H -2.06746 4.55797 -1.22811 0.0 0.0 -0.1 0.258
H 1.60814 -4.71473 -0.69011 0.0 0.1 0.1 0.246
C -0.07716 -3.56443 3.90619 0.0 0.4 0.5 -0.264
C 2.15354 2.84567 -3.73801 0.0 0.1 0.2 -0.192
H -5.18756 -2.87353 0.44909 0.0 0.0 0.0 0.302
C -4.94066 -2.64553 -0.58961 -1.2 -0.2 0.0 -0.764
H 2.15594 2.73837 -1.59591 0.0 0.0 0.0 0.234
H 2.73494 -4.22993 -1.98001 0.0 0.1 -0.1 0.249
H -0.56476 0.08027 2.70869 0.0 0.0 0.0 0.224
C -0.22956 -1.18643 4.37759 0.1 -0.6 0.2 -0.263
H 3.34184 -5.05253 -0.51871 0.1 0.0 0.1 0.260
H 0.12024 1.08567 -5.78861 0.0 0.0 -0.1 0.235
H -3.54736 4.30437 -0.29931 -0.2 -0.2 0.0 0.264
Ir -0.53576 -1.68443 0.00389 1.5 -0.9 -0.7 0.693
C 2.51344 1.22327 0.80849 0.1 0.0 -0.1 -0.257
Ge 0.09114 0.64817 -0.71531 0.5 1.1 0.8 1.065
H -5.47166 -1.74363 -0.89511 0.0 0.0 0.0 0.291
H -0.45626 2.60157 1.68249 0.0 0.0 0.1 0.204
C -0.42996 -0.94253 3.03379 -0.2 -0.1 -1.0 -0.238
C -3.08066 1.13667 1.11369 0.5 0.2 -0.5 -1.062
S 2.82804 -2.75383 -0.06021 0.8 -0.8 -0.6 1.250
H -0.30946 -4.13623 1.87529 0.0 -0.1 0.0 0.218
C 1.58024 2.38317 -4.90981 0.0 0.1 -0.1 -0.157
C 2.70884 2.45447 2.85519 0.1 0.0 0.1 -0.180
H -4.16736 1.16457 1.07509 -0.2 0.1 -0.1 0.253
C -3.36556 1.37777 -2.12321 0.7 0.2 0.4 -1.064
H 4.06364 -2.08983 -2.04491 -0.2 -0.1 -0.1 0.253
H 0.05694 -4.57243 4.26819 0.0 -0.1 0.0 0.252
H 4.66044 -1.27213 -0.58391 -0.1 0.0 0.1 0.252
H -5.26436 -3.47523 -1.21921 0.0 0.0 0.0 0.304
C 1.36564 2.78107 2.79239 -0.2 0.1 0.0 -0.184
H 4.34654 1.47637 1.88369 0.1 -0.1 0.0 0.230
C 0.57134 1.43557 -4.87261 -0.2 -0.1 0.0 -0.189
H -4.42906 1.47077 -1.91651 -0.1 0.1 0.2 0.254
C 1.16154 1.53527 0.75059 -0.7 -0.9 -0.9 -0.354
N -2.40596 -2.27553 -0.79641 -0.7 0.8 1.3 -0.495
C 2.60974 -4.35163 -0.90911 0.1 0.3 0.3 -0.795
H 1.91464 2.77137 -5.85881 0.1 0.0 -0.1 0.239
```
Forces are in eV/Å.

- Net charge: +2
- LUMO energy (alpha / beta): -0.2744 / -0.3093 hartree
- Spin multiplicity: 2
- Energy above the lowest of the compared OMol25 structures with the same formula, charge and spin: 69.2 kcal per mole

=====

Record 3
Entry from the Open Molecules 2025 dataset: a structure of composition C21H22BeN2 (ωB97M-V with the def2-TZVPD basis set).

XYZ file:
```
46
Properties=species:S:1:pos:R:3:forces:R:3:nbo_charge:R:1
H -3.33989 -2.08327 -0.55686 -0.2 0.7 -0.1 0.214
H -1.67060 -1.10019 -2.24901 -0.1 0.2 -0.3 0.218
H 0.85419 -0.76020 2.10190 1.0 -0.5 -0.3 0.233
H -1.00072 1.51003 6.05058 0.1 -0.3 0.1 0.223
C 1.26233 2.53642 -1.65350 1.2 0.1 -0.8 0.043
C -0.66161 0.36513 2.85410 -0.1 -0.2 1.3 -0.151
H -4.24078 -0.95816 0.50844 -0.5 -0.6 -0.6 0.188
C 2.54405 -2.08510 -1.90671 -0.6 0.0 0.5 -0.231
C 1.70741 -1.04527 -1.45756 0.0 -1.3 -0.2 0.167
C 0.31048 -2.52653 -0.33125 0.6 -0.6 -0.4 0.054
C -1.30938 0.48377 1.58798 -2.0 0.3 -3.3 0.152
C 0.70942 0.34895 5.33802 -0.6 0.2 -0.9 -0.180
H -1.48314 0.59901 -2.71343 0.5 0.2 -0.5 0.184
H -2.21625 1.34658 3.88655 0.4 0.1 0.5 0.218
H -2.62674 2.39684 0.55311 -0.1 0.9 -0.8 0.251
C 1.23639 -0.28088 4.20997 -0.1 0.0 0.2 -0.207
C -3.90488 -1.12195 -0.54513 -0.7 -0.1 1.9 -1.334
C -0.54827 0.95797 5.23323 0.3 -0.1 -0.1 -0.224
H 2.39111 4.11311 -2.59198 0.1 -0.2 -0.1 0.219
H 2.85216 -4.22539 -1.84269 -0.2 0.3 0.0 0.216
H -4.73913 -1.20114 -1.25199 0.0 0.0 0.3 0.210
C 2.00594 0.35569 -1.85425 0.2 1.3 -0.1 0.162
C 2.21067 -3.39291 -1.54166 -0.1 -0.2 0.3 -0.176
H 4.13258 2.47291 -3.53170 -0.2 0.0 0.3 0.223
H -2.97741 -0.24245 -3.15586 0.2 -0.2 0.0 0.206
H 0.84216 -4.67931 -0.43368 0.1 0.7 -0.2 0.225
C -1.21778 0.91894 4.02738 -1.0 0.5 -1.2 -0.154
C -2.31913 1.88478 -0.36795 -0.1 1.5 1.7 -0.763
H 3.43472 -1.86877 -2.50385 -0.4 -0.3 0.2 0.212
C -2.19680 -0.14531 -2.38949 0.5 0.5 -0.8 -1.406
H 2.19951 -0.75260 4.25283 0.3 -0.2 0.1 0.218
C 3.30035 2.14171 -2.91065 -0.8 -0.4 0.4 -0.179
H -3.17433 2.04647 -1.11899 0.8 -1.4 1.0 0.281
C 3.13906 0.78076 -2.60656 -1.0 -0.1 0.5 -0.222
N 1.11349 1.24016 -1.41369 -0.4 0.6 0.4 -0.397
C 2.33644 3.04238 -2.42015 -0.2 -0.5 0.3 -0.251
C -1.90903 0.62995 0.48576 2.1 0.8 3.4 -0.276
H 0.52810 3.23506 -1.23178 0.2 -0.4 -0.2 0.181
H 1.25783 0.37993 6.25614 0.2 0.0 0.3 0.218
C 0.55281 -0.29204 3.00782 -0.4 0.4 -0.4 -0.156
H 3.82154 0.01085 -2.92769 0.3 0.3 -0.2 0.210
H -1.44533 2.35499 -0.81622 0.0 -0.3 0.1 0.266
C 1.08868 -3.65104 -0.74342 -0.2 0.9 0.1 -0.256
Be -2.87888 0.17697 -0.91028 -0.4 -2.2 -1.5 1.567
H -0.57749 -2.63590 0.32438 0.6 0.0 -0.5 0.205
N 0.60615 -1.28094 -0.70025 0.8 -0.1 -0.1 -0.401
```
Forces are in eV/Å.

- Net charge: 0
- LUMO energy: -0.0157 hartree

=====

Record 4
Entry from the Open Molecules 2025 dataset: a structure of composition C18H20AsAuN2O6S (ωB97M-V with the def2-TZVPD basis set).

XYZ file:
```
49
Properties=species:S:1:pos:R:3:forces:R:3:nbo_charge:R:1
C -0.80251 -2.54299 4.37680 0.0 0.0 0.0 -0.220
C -2.04112 -2.69150 -2.06173 0.0 0.0 0.0 -0.180
C -2.08247 -0.43297 -3.66037 0.0 0.0 0.0 -0.225
H 1.46654 2.81081 1.78825 0.0 0.0 0.0 0.425
N 1.29675 1.79581 0.01888 0.2 -0.1 -0.1 -0.328
O -3.45732 -0.31790 0.54058 0.0 0.0 -0.1 -0.926
C 2.81486 3.00154 -1.06321 0.0 0.0 0.0 -0.332
C -2.28985 -0.29200 -2.28865 0.0 0.0 -0.1 -0.325
H -1.63706 -2.53585 5.06492 0.0 0.0 0.0 0.220
H 3.44299 3.38140 -1.85032 0.0 0.0 0.0 0.241
O -1.49838 2.27974 -2.91527 0.0 0.1 0.1 -1.065
C 2.75757 3.45464 0.23583 0.0 0.0 0.0 0.208
H -1.72366 3.21800 -2.93745 -0.1 0.0 -0.1 0.495
H 4.17762 4.14056 1.68126 0.0 0.0 0.0 0.237
O -1.63162 1.73467 -0.23629 0.6 -0.4 -0.3 -1.221
H 1.39231 -4.68071 2.93085 0.0 0.0 0.0 0.216
C 0.89782 -3.74881 3.17156 0.0 0.0 0.0 -0.208
S -2.59964 -1.42455 0.25293 0.1 -0.1 0.0 2.406
As -2.53260 1.53274 -1.64554 -0.1 -0.2 -0.1 2.438
H 0.51615 1.49248 -2.71551 0.0 0.0 0.0 0.293
H 2.11802 -2.57780 1.85054 0.0 0.0 0.0 0.206
H -2.05771 -3.56066 -1.41882 0.0 0.0 0.0 0.248
H -0.91576 -0.43951 3.98257 0.0 0.0 0.0 0.204
H 1.40047 0.09114 -2.09073 0.0 0.0 0.0 0.233
O -1.18369 -1.22920 0.86584 -0.2 0.0 -0.1 -0.995
H -1.64394 -3.78564 -3.85831 0.0 0.0 0.0 0.218
C -1.82242 -2.81070 -3.42390 0.0 0.1 0.0 -0.204
C -2.28283 -1.44253 -1.50207 0.0 0.0 0.1 -0.384
H -0.48839 -4.65887 4.52951 0.0 0.0 0.0 0.217
C 0.66587 -1.36996 2.86843 0.0 0.1 0.0 -0.107
N 1.84583 2.69109 0.86441 -0.1 0.0 0.0 -0.325
C -0.39182 -1.36588 3.77651 0.0 -0.1 0.0 -0.112
H 2.80046 5.22299 1.43929 0.0 0.0 0.0 0.236
C -0.15870 -3.73526 4.07194 0.0 0.0 0.0 -0.186
O -2.99993 -2.74659 0.62762 0.0 0.0 0.0 -0.938
H 2.08954 -0.12195 1.82336 0.1 0.1 0.3 0.219
C -1.85511 -1.67864 -4.22480 0.0 0.0 0.0 -0.199
H -2.09571 0.44715 -4.28717 0.0 0.0 0.0 0.244
O -4.01150 2.17864 -1.77477 0.0 0.0 0.1 -1.108
Au -0.05889 0.37272 0.49129 -0.9 0.7 0.5 1.269
C 1.06977 -0.12600 2.19790 0.0 -0.3 -0.8 -0.503
H 4.06880 5.12015 0.21838 0.0 0.0 0.0 0.243
H 2.22272 1.25355 -3.14195 0.0 0.0 0.0 0.233
H 0.76187 0.77731 2.72822 0.3 -0.1 0.2 0.200
C 1.48522 1.14896 -2.34885 0.1 -0.1 0.0 -0.683
H -1.70750 -1.76205 -5.29386 0.0 0.0 0.0 0.217
C 3.49083 4.54481 0.93690 0.0 0.0 0.0 -0.651
C 1.88063 1.95820 -1.16541 -0.1 0.1 0.1 0.234
C 1.30749 -2.57058 2.57044 0.0 0.0 0.0 -0.175
```
Forces are in eV/Å.

- Net charge: 0
- LUMO energy: -0.0427 hartree
- Energy above the lowest of the compared OMol25 structures with the same formula, charge and spin: 0.0 kcal per mole

=====

Record 5
Entry from the Open Molecules 2025 dataset: a structure of composition C2H3FIO2S (ωB97M-V with the def2-TZVPD basis set).

XYZ file:
```
10
Properties=species:S:1:pos:R:3:forces:R:3:nbo_charge:R:1
S -2.46267 0.34658 -0.27120 0.9 1.4 -0.1 1.511
O -2.34179 -0.73593 -1.25339 -0.2 0.0 -0.5 -0.994
H 2.36736 -0.21320 -1.60954 -0.8 -0.5 -3.7 0.148
C -1.00470 -0.06221 0.86584 -0.4 0.0 -0.2 -0.065
O -2.06589 1.73096 -0.68250 -0.7 -1.2 -0.2 -1.000
C 2.34056 -0.30215 -0.61347 2.1 1.7 3.3 -0.452
I -1.11140 1.28354 2.51185 0.2 0.4 0.7 -0.059
F -1.16852 -1.30779 1.32263 0.2 -0.6 0.3 -0.383
H 2.35529 -1.17215 -0.01677 -0.6 -1.0 0.1 0.161
H 3.09177 0.43234 -0.25345 -0.8 -0.2 0.3 0.134
```
Forces are in eV/Å.

- Net charge: -1
- LUMO energy (alpha / beta): 0.1066 / 0.1073 hartree
- Energy above the lowest of the compared OMol25 structures with the same formula, charge and spin: 101.9 kcal per mole